Entry from the OMol25 dataset: C17H21O2P in the gas phase (the ωB97M-V functional and the def2-TZVPD basis).

Energy above the lowest of the compared OMol25 structures with the same formula, charge and spin: 0.0 kcal/mol
Frontier orbital gap: 0.38089 hartree
LUMO: 0.029 Ha
Largest force on an atom: 0.0187 hartree/bohr
SMILES: CCCCCOP(=O)(c1ccccc1)c1ccccc1

Each line ends with the Löwdin charge.
CARTESIAN COORDINATES (ANGSTROEM)
P  -0.59472  -0.42958  -0.08818  0.67
C  0.24347  -2.19484  1.92001  -0.09
H  1.23304  -1.79908  1.73959  0.12
C  0.86437  -0.21356  -2.39454  -0.06
H  -1.41003  -4.42241  3.84343  0.10
O  -1.85248  0.16852  -0.55640  -0.27
H  1.41707  4.34014  -0.81952  0.10
C  2.05475  -1.98422  -3.48453  -0.08
C  0.71356  3.53074  -0.60491  -0.26
H  0.16345  3.38139  -2.68779  0.07
C  1.65426  -0.65815  -3.43874  -0.07
H  0.91996  1.67165  2.23089  0.13
H  0.89006  3.98500  1.48878  0.11
C  0.09130  3.78936  0.76763  -0.21
H  -1.52772  2.36550  0.56330  0.09
C  0.48309  -1.09172  -1.39078  -0.24
C  0.03047  -3.16799  2.87921  -0.08
H  -2.91896  -1.80561  0.80737  0.11
H  -0.61291  0.77267  2.34474  0.12
H  2.67048  -2.33433  -4.30011  0.10
C  -0.77774  2.64882  1.29976  -0.18
C  -2.10613  -2.20413  1.39629  -0.06
H  0.85983  -3.54477  3.46000  0.10
C  -2.31607  -3.17997  2.35515  -0.07
H  1.96865  -3.89875  -2.53058  0.10
H  0.56095  -3.10463  -0.66515  0.10
C  0.87271  -2.42012  -1.44151  -0.07
O  0.44148  0.62467  0.57719  -0.24
C  1.66156  -2.86375  -2.48961  -0.08
H  0.53132  0.81192  -2.34399  0.09
C  0.00698  1.39842  1.68936  -0.22
C  -1.24769  -3.66104  3.09455  -0.08
H  -0.52517  4.69000  0.70768  0.11
H  -0.93109  4.37330  -1.72513  0.07
H  -3.31030  -3.56531  2.52685  0.10
C  -0.82812  -1.71383  1.17929  -0.28
H  -0.98535  2.61506  -1.59039  0.05
H  1.27902  2.59859  -0.57657  0.09
H  1.95578  0.02541  -4.21891  0.11
H  -1.29796  2.99760  2.19525  0.12
C  -0.32519  3.46903  -1.71898  -0.11

***

Entry from the OMol25 dataset: a molecular structure, C24H43As2N7OPSV at a distorted geometry (the ωB97M-V functional and the def2-TZVPD basis).

2S+1: 3
Frontier orbital gap (alpha / beta): 0.27644 / 0.25257 hartree
Total charge: +2
LUMO (alpha / beta): -0.223 / -0.251 Ha
Largest force on an atom: 0.0957 hartree/bohr

Each line ends with the Löwdin charge.
CARTESIAN COORDINATES (ANGSTROEM)
H  -2.07202  4.27644  0.12428  0.04
C  1.99676  1.86745  4.89583  0.00
N  -1.26257  -1.92956  -2.08507  -0.28
C  1.45861  -4.05917  -1.82865  -0.08
C  2.72981  -0.37600  -2.78527  -0.28
H  3.15153  -2.28834  -0.52760  0.08
H  -1.42838  4.19077  -1.96555  0.09
H  2.57206  2.25425  5.72262  0.13
C  -0.56527  3.69149  -2.38682  -0.10
C  0.62111  1.99056  4.88011  0.05
C  -1.44071  -0.50359  -2.32815  -0.08
H  1.91713  -0.44503  -3.50688  0.03
H  -2.25654  -0.38576  -3.04082  0.10
N  -1.69215  0.98991  2.41489  -0.31
H  -1.29610  -4.62741  1.81108  0.08
H  0.21136  -3.77326  1.47355  0.06
H  -1.72548  0.00744  -1.40034  0.05
C  0.10256  2.70359  -1.66406  -0.41
C  -2.41787  -4.24137  -0.57360  -0.10
C  0.98538  3.44106  -4.19516  -0.05
H  2.44776  -3.49499  0.56509  0.09
H  -2.96586  -3.55774  -1.21720  0.08
H  -0.66231  4.81120  -4.20290  0.12
N  -1.28034  -3.56119  0.01788  -0.29
C  1.66505  2.48062  -3.46777  -0.10
H  -2.87059  2.82146  -0.54251  0.05
C  -1.24524  -2.70552  -3.31745  -0.09
N  -3.84981  -1.46594  1.28888  0.16
V  -0.66460  0.11868  1.31754  0.52
C  -2.83061  -0.84699  1.88397  -0.83
H  1.67033  3.20816  1.17829  0.02
N  0.53846  0.87430  2.74314  -0.02
H  -2.68934  1.09833  5.33353  0.11
H  -0.17528  -5.28178  0.60563  0.10
C  3.89130  1.61756  -0.94160  -0.29
H  4.69170  0.88373  -0.82144  0.03
H  1.33014  3.70765  -5.18282  0.12
H  2.54671  2.02351  -3.89564  0.10
H  0.08226  2.46118  5.68755  0.13
C  -2.20528  3.19632  0.24359  -0.26
N  1.20129  -2.87207  -1.02746  -0.29
H  3.58975  0.09228  -3.26130  0.03
C  1.23469  2.09491  -2.20269  -0.44
H  1.90210  -1.80512  0.63052  0.04
H  -4.56600  -0.94469  0.80364  0.13
H  2.11101  -3.81740  -2.67077  0.09
C  2.62926  1.24032  3.82120  0.00
C  1.86530  0.75660  2.77412  -0.09
S  -1.68523  -1.69349  2.80963  0.80
N  -2.64073  0.47325  1.65224  -0.03
H  -3.07443  -4.58106  0.22997  0.09
H  -1.29907  -3.76724  -3.09725  0.07
H  -0.54634  -0.02150  -2.74300  0.08
H  -2.37913  2.80745  5.04586  0.10
C  0.65041  3.58922  1.08114  -0.23
C  -2.58942  1.85825  4.55610  0.04
H  -0.35393  -2.50910  -3.91727  0.10
H  3.00955  -1.38631  -2.49642  0.00
H  -3.53640  1.93335  4.02183  0.10
P  -0.37597  -2.37867  -0.74506  0.64
H  -2.67861  3.01443  1.21073  0.02
As  2.15817  0.68330  -1.20120  1.17
H  0.25284  3.81576  2.07474  0.04
C  -0.13075  4.05247  -3.65082  -0.05
C  2.22954  -2.60638  -0.03305  -0.13
C  -0.58993  -4.35883  1.02291  -0.12
H  0.67030  4.50858  0.48273  0.05
H  -2.12035  -5.12288  -1.15028  0.09
C  -0.08760  1.48964  3.78884  -0.19
O  -0.23466  -1.15581  0.11230  -0.48
C  -1.52064  1.47707  3.59833  -0.22
H  -4.00591  -2.44514  1.47211  0.11
As  -0.47819  2.27962  0.15982  1.17
H  1.94900  -4.82969  -1.22946  0.10
H  0.52691  -4.46601  -2.21556  0.07
H  2.32871  0.25639  1.92102  0.10
H  3.69998  1.12041  3.81005  0.12
H  4.13026  2.24967  -1.79526  0.03
H  -2.12265  -2.43916  -3.90878  0.10
H  3.86324  2.23553  -0.04439  0.01

***

| no. | DFT total energy (a.u.) |
| --- | --- |
| 1 | -1152.29740 |
| 2 | -7553.49930 |